The following is a DFT calculation (ωB97M-V/def2-TZVPD) of a molecular structure, C20H21BN6Ti in a non-equilibrium geometry.

Energy in hartree: -1977.50650
LUMO (alpha / beta) in Eh: 0.00542 / 0.00858
⟨S²⟩: 2.02
Spin multiplicity: 3
Gap between HOMO and LUMO (alpha / beta) in eV: 5.2 / 7.6

Structure (XYZ):
```
49
C20H21BN6Ti (ωB97M-V/def2-TZVPD)
H -0.200 2.687 0.914
N -0.229 1.606 -0.901
B 0.467 0.608 -3.150
N 0.263 1.817 -2.178
C 0.783 3.045 -2.217
Ti -0.752 -0.707 -0.447
H 1.215 3.404 -3.142
C 0.612 3.645 -0.970
H 0.861 4.662 -0.739
C 0.007 2.722 -0.142
H 0.891 0.949 -4.224
C -0.829 -2.666 0.129
H -1.311 -2.487 1.112
H 0.126 -3.216 0.243
H -1.550 -3.134 -0.576
N -0.932 -0.047 -3.245
N 1.437 -0.434 -2.517
N -1.597 -0.514 -2.093
N 1.100 -0.991 -1.289
C -1.741 -0.139 -4.300
C 2.612 -0.944 -2.934
H -1.380 0.179 -5.273
H 3.043 -0.649 -3.881
C -2.964 -0.671 -3.887
C 3.065 -1.848 -1.971
C -2.849 -0.909 -2.523
C 2.109 -1.845 -0.956
H -3.817 -0.831 -4.523
H 3.962 -2.437 -1.981
H -3.537 -1.344 -1.823
H 2.072 -2.409 -0.037
H -1.189 1.240 -0.881
C 1.975 -0.852 4.639
C 2.240 -1.029 3.261
C 1.296 -0.649 2.305
C 0.034 -0.101 2.661
C -0.986 0.237 1.716
C -2.043 1.019 2.160
C -2.229 1.320 3.539
C -1.332 0.876 4.486
C -0.180 0.168 4.083
C 0.785 -0.248 5.033
H 2.717 -1.181 5.374
H 3.190 -1.474 2.940
H 1.544 -0.755 1.238
H -2.802 1.412 1.483
H -3.086 1.915 3.840
H -1.472 1.083 5.548
H 0.600 -0.077 6.098
```

Results of the Mulliken charge analysis, in e, for atoms 1 through 2:
1 H 0.43
2 N 0.59